The following is a DFT calculation (ωB97M-V with the def2-TZVPD basis set) of C66H153As4F24N14O4 as an isolated structure in a non-equilibrium geometry.

Each line ends with the Löwdin charge.
Positions of all 265 atoms, in Å:
C  23.58  14.07  15.60  -0.09
C  23.56  12.81  16.46  -0.24
C  22.38  12.72  17.38  -0.17
N  22.33  11.49  18.15  -0.28
C  23.62  11.26  18.89  0.04
C  21.93  10.24  17.40  -0.10
C  21.56  9.21  18.43  -0.12
C  20.80  10.13  19.48  -0.10
C  21.22  11.58  19.17  -0.10
H  22.62  14.23  15.09  0.08
H  24.45  13.93  14.86  0.11
H  23.75  14.99  16.16  0.07
H  24.49  12.71  17.03  0.12
H  23.60  11.92  15.82  0.12
H  21.42  12.87  16.88  0.15
H  22.48  13.46  18.15  0.14
H  23.48  10.50  19.65  0.11
H  24.03  12.12  19.41  0.13
H  24.32  10.86  18.19  0.11
H  22.68  9.96  16.70  0.13
H  21.06  10.49  16.83  0.13
H  22.39  8.77  18.94  0.11
H  21.09  8.32  18.01  0.13
H  21.13  9.79  20.48  0.13
H  19.70  10.16  19.38  0.12
H  21.49  12.13  20.06  0.14
H  20.46  12.16  18.63  0.13
C  10.81  13.51  8.96  -0.07
C  10.84  12.55  10.19  -0.20
C  9.48  12.60  10.95  -0.12
N  9.55  12.17  12.38  -0.31
C  9.91  10.77  12.50  0.01
C  8.21  12.34  13.03  -0.08
C  8.51  12.44  14.54  -0.12
C  9.93  12.95  14.66  -0.13
C  10.47  12.99  13.24  -0.09
H  11.76  13.53  8.49  0.06
H  10.50  14.54  9.22  0.09
H  10.10  13.12  8.24  0.09
H  11.58  12.93  10.91  0.09
H  11.01  11.53  9.92  0.10
H  8.77  11.94  10.43  0.15
H  9.03  13.62  10.97  0.15
H  10.88  10.54  12.06  0.12
H  9.18  10.15  12.08  0.11
H  9.98  10.56  13.55  0.11
H  7.58  11.50  12.72  0.15
H  7.72  13.23  12.56  0.15
H  8.33  11.47  14.97  0.12
H  7.71  13.07  14.83  0.11
H  10.56  12.38  15.34  0.12
H  9.97  13.94  15.08  0.11
H  11.46  12.60  13.14  0.12
H  10.55  13.97  12.72  0.15
C  17.04  24.03  11.68  -0.09
C  17.37  25.51  11.97  -0.21
C  16.13  26.12  12.58  -0.19
N  16.02  27.57  12.69  -0.30
C  15.99  28.15  11.35  0.04
C  17.04  28.09  13.69  -0.07
C  16.52  27.63  15.03  -0.13
C  15.00  27.91  14.92  -0.11
C  14.71  27.88  13.45  -0.07
H  17.95  23.56  11.31  0.07
H  16.34  24.11  10.83  0.08
H  16.54  23.47  12.55  0.10
H  17.73  25.99  11.04  0.13
H  18.17  25.47  12.69  0.10
H  16.06  25.70  13.55  0.11
H  15.28  25.88  11.96  0.14
H  15.35  27.60  10.68  0.12
H  17.00  28.13  11.03  0.11
H  15.56  29.17  11.44  0.14
H  16.99  29.19  13.61  0.16
H  18.02  27.85  13.30  0.14
H  16.92  28.19  15.87  0.13
H  16.76  26.59  15.20  0.10
H  14.72  28.83  15.37  0.12
H  14.50  27.11  15.45  0.11
H  14.52  28.89  13.09  0.13
H  13.96  27.22  13.03  0.15
C  27.20  9.53  9.03  -0.04
C  26.01  10.24  8.27  -0.23
C  24.81  9.42  8.43  -0.15
N  23.50  10.02  7.87  -0.27
C  23.45  9.74  6.42  0.04
C  23.30  11.45  8.25  -0.10
C  21.77  11.73  8.22  -0.13
C  21.11  10.36  8.27  -0.15
C  22.28  9.42  8.56  -0.10
H  27.47  8.69  8.39  0.09
H  26.88  9.15  10.02  0.08
H  28.06  10.18  9.05  0.08
H  26.25  10.43  7.23  0.12
H  25.86  11.27  8.67  0.11
H  24.57  9.19  9.44  0.12
H  24.93  8.45  7.97  0.15
H  24.28  10.22  5.87  0.13
H  22.51  10.17  6.05  0.12
H  23.50  8.70  6.26  0.11
H  23.82  12.06  7.51  0.14
H  23.76  11.49  9.26  0.14
H  21.51  12.28  7.30  0.13
H  21.53  12.45  8.99  0.11
H  20.71  10.20  7.29  0.11
H  20.32  10.22  8.99  0.11
H  22.23  8.37  8.28  0.15
H  22.42  9.47  9.65  0.13
C  20.96  17.96  11.27  -0.03
C  20.38  18.02  12.65  -0.31
C  20.61  19.25  13.50  -0.22
O  19.89  20.29  12.96  -0.14
C  19.98  21.40  13.78  -0.09
N  18.89  17.94  12.55  0.20
H  18.47  18.82  12.24  0.16
H  18.59  17.23  11.91  0.11
H  18.46  17.66  13.49  0.10
H  20.83  16.97  10.82  0.09
H  22.07  17.99  11.43  0.11
H  20.74  18.80  10.60  0.10
H  20.76  17.18  13.19  0.14
H  21.66  19.36  13.50  0.13
H  20.35  19.07  14.53  0.11
H  21.03  21.68  13.94  0.11
H  19.45  21.22  14.74  0.08
H  19.65  22.32  13.33  0.08
C  14.61  12.90  19.85  -0.02
C  13.72  13.93  19.24  -0.31
C  12.31  13.70  19.66  -0.25
O  11.95  12.53  18.98  -0.18
C  10.59  12.06  19.29  -0.03
N  14.03  15.32  19.83  0.22
H  13.40  15.98  19.35  0.10
H  13.95  15.32  20.86  0.18
H  14.92  15.71  19.57  0.14
H  15.72  12.96  19.71  0.10
H  14.23  11.99  19.45  0.08
H  14.37  12.87  20.94  0.11
H  13.75  14.07  18.18  0.16
H  11.59  14.55  19.37  0.16
H  12.15  13.67  20.71  0.12
H  10.46  11.03  18.95  0.09
H  9.83  12.66  18.80  0.08
H  10.41  11.96  20.37  0.10
C  16.77  21.75  15.83  -0.02
C  16.28  22.15  17.22  -0.27
C  14.98  22.85  17.23  -0.21
O  14.02  22.32  16.33  -0.20
C  12.75  22.96  16.45  -0.07
N  16.07  20.82  17.97  0.23
H  16.95  20.31  18.13  0.11
H  15.67  21.01  18.86  0.12
H  15.40  20.21  17.50  0.10
H  16.00  21.25  15.25  0.09
H  17.70  21.21  15.74  0.06
H  16.92  22.75  15.35  0.10
H  17.09  22.68  17.75  0.15
H  15.15  23.89  16.98  0.13
H  14.50  22.87  18.28  0.16
H  12.32  22.95  15.41  0.11
H  12.71  23.97  16.89  0.11
H  12.14  22.29  17.03  0.07
C  23.72  19.73  17.79  -0.03
C  22.47  20.30  18.39  -0.32
C  22.28  21.90  18.41  -0.17
O  21.14  22.22  17.74  -0.22
C  20.69  23.57  17.88  -0.03
N  21.27  19.71  17.78  0.18
H  20.41  20.28  17.99  0.13
H  21.54  19.52  16.81  0.16
H  21.07  18.79  18.15  0.14
H  23.78  18.62  17.82  0.10
H  24.50  20.22  18.43  0.12
H  23.86  20.16  16.80  0.09
H  22.34  20.14  19.44  0.12
H  23.16  22.42  17.99  0.14
H  22.20  22.12  19.48  0.14
H  19.63  23.53  17.72  0.07
H  21.13  24.19  17.06  0.11
H  21.01  23.97  18.82  0.10
C  7.15  19.55  15.89  -0.05
C  7.87  18.39  15.22  -0.18
N  9.16  18.71  14.61  -0.06
C  9.23  19.13  13.33  -0.02
C  10.55  19.47  13.11  0.00
N  11.22  19.28  14.29  -0.07
C  10.38  18.80  15.18  0.00
C  12.66  19.44  14.50  0.01
H  7.86  20.15  16.46  0.08
H  6.38  19.09  16.48  0.08
H  6.73  20.32  15.23  0.09
H  7.26  17.99  14.36  0.14
H  8.00  17.54  15.95  0.14
H  8.37  19.32  12.67  0.16
H  11.07  19.88  12.23  0.15
H  10.64  18.67  16.21  0.13
H  13.13  18.46  14.46  0.08
H  12.88  19.97  15.44  0.07
H  13.12  19.99  13.65  0.11
C  17.97  9.92  14.67  -0.06
C  16.56  9.68  14.11  -0.15
N  16.22  10.73  13.15  -0.07
C  16.13  12.03  13.46  -0.01
C  15.77  12.70  12.31  0.04
N  15.68  11.74  11.30  -0.05
C  15.97  10.57  11.86  -0.02
C  15.45  12.08  9.87  0.05
H  18.12  9.10  15.37  0.08
H  18.01  10.90  15.16  0.08
H  18.70  9.83  13.86  0.08
H  15.82  9.67  14.93  0.14
H  16.45  8.74  13.57  0.13
H  16.22  12.43  14.44  0.13
H  15.66  13.76  12.10  0.10
H  16.03  9.63  11.36  0.17
H  14.77  11.35  9.37  0.12
H  16.35  12.10  9.28  0.09
H  15.02  13.06  9.83  0.08
C  17.04  16.27  23.63  -0.08
C  17.45  17.42  24.54  -0.15
N  18.58  17.05  25.37  -0.04
C  19.04  15.74  25.62  0.02
C  20.09  15.80  26.49  0.04
N  20.21  17.17  26.76  -0.08
C  19.31  17.85  26.07  -0.04
C  21.15  17.73  27.72  0.04
H  16.43  15.56  24.21  0.08
H  17.87  15.69  23.09  0.11
H  16.43  16.73  22.87  0.06
H  16.65  17.79  25.18  0.15
H  17.84  18.20  23.89  0.10
H  18.57  14.94  25.08  0.12
H  20.69  15.01  26.91  0.14
H  19.31  18.91  26.06  0.18
H  21.81  18.40  27.16  0.11
H  21.73  16.89  28.05  0.10
H  20.74  18.24  28.56  0.11
As  18.06  16.31  16.17  0.63
F  17.00  17.24  17.07  -0.20
F  17.71  17.30  14.76  -0.25
F  19.27  15.52  15.22  -0.26
F  18.49  15.44  17.57  -0.24
F  16.92  15.14  15.77  -0.22
F  19.29  17.49  16.46  -0.27
As  18.60  19.44  20.37  0.68
F  19.04  17.80  20.55  -0.23
F  17.07  18.89  20.03  -0.21
F  18.12  21.06  20.18  -0.22
F  20.24  19.81  20.49  -0.19
F  18.82  19.39  18.52  -0.32
F  18.27  19.64  22.07  -0.23
As  15.16  16.91  12.02  0.66
F  15.10  17.50  10.65  -0.06
F  13.58  17.37  12.51  -0.24
F  15.21  16.20  13.60  -0.27
F  16.83  16.25  11.78  -0.29
F  15.93  18.37  12.75  -0.28
F  14.62  15.31  11.39  -0.30
As  12.86  18.86  18.77  0.84
F  12.45  17.28  18.10  -0.28
F  11.64  19.62  17.68  -0.27
F  13.44  20.40  19.31  -0.21
F  14.32  18.04  19.46  -0.28
F  13.91  19.07  17.24  -0.32
F  11.89  18.50  20.02  -0.14

Frontier orbital gap, eV: 9.55
Net charge: +7
Multiplicity: 1
Calculated total energy, eV: -408494.5517
E_HOMO, eV: -19.862